{"formula": "C4H11NO2", "method": "the ωB97M-V functional and the def2-TZVPD basis", "homo_ha": -0.3031, "lumo_ev": 0.65, "de_lowest_kcal_mol": 80.4, "smiles": "C=NC(=C)C.O.O", "total_charge": 0, "symbols": ["C", "C", "C", "C", "N", "H", "H", "H", "H", "H", "H", "H", "H", "H", "O", "H", "H", "O"], "coordinates": [[-1.509703, -2.122381, -2.029687], [-0.526290, -1.043573, -2.233768], [0.779362, -1.243383, -2.666396], [-1.301191, 0.959654, -3.185033], [-1.095847, 0.194586, -2.139382], [-2.175403, -2.244136, -2.881537], [-0.853913, -3.052651, -1.965222], [-2.175707, -1.990662, -1.167040], [1.585349, -0.514548, -2.576431], [1.027337, -2.237556, -2.944175], [-1.183548, 1.975066, -2.995302], [-1.650860, 0.516720, -4.103354], [3.483062, 0.796149, 4.039452], [2.664413, 0.286604, 5.284527], [2.609321, 0.557172, 4.331237], [0.755047, 1.522166, 5.085481], [-0.359361, 2.254768, 4.260948], [0.128362, 2.195838, 5.122216]], "atomic_forces_ev_per_a": [[1.0, -2.5, 0.0], [0.8, -0.3, -2.0], [-2.3, 0.8, 1.3], [0.0, -3.6, 3.1], [1.5, 3.4, -1.4], [0.0, 0.1, -0.3], [-1.5, 0.7, 0.2], [0.6, 0.0, 0.0], [-0.6, 0.1, -0.5], [0.4, -0.8, 0.3], [-0.8, 1.9, -0.1], [0.7, 0.1, -0.8], [0.5, 0.1, 0.1], [0.3, 0.4, -1.5], [-0.8, -0.6, 1.5], [1.6, -1.7, -0.7], [1.0, -0.4, 1.2], [-2.6, 2.2, -0.6]]}